# 1
12
Properties=species:S:1:pos:R:3:mulliken_charge:R:1 method="wB97M-V/def2-TZVPD" charge=+1 orbital_gap_ha=0.4196 smiles="CC(=[NH2+])NO" lumo_ev=-4.0
C -1.3214 0.5069 -0.0617 -0.991
C 0.0969 -0.1198 0.1807 0.722
N 0.2178 -1.3530 0.7272 -0.328
N 1.2054 0.4131 -0.3948 -0.085
O 2.4840 0.0125 -0.1741 -0.374
H -1.5871 1.2703 0.7175 0.312
H -2.0114 -0.3602 0.0349 0.314
H -1.4498 0.9793 -1.0578 0.343
H -0.5060 -1.9002 1.1297 0.217
H 1.0926 -1.6737 0.9679 0.234
H 1.0125 1.2175 -0.9792 0.269
H 2.8655 -0.1717 -1.0143 0.367

# 2
10
Properties=species:S:1:pos:R:3:mulliken_charge:R:1 method="wB97M-V/def2-TZVPD" s2=0.75 charge=+1 orbital_gap_ha="0.3602 / 0.1902" lumo_ev="-4.2 / -8.8" multiplicity=2
H 0.2985 0.2815 -3.0799 0.380
H -0.7674 0.8256 -1.7554 0.394
O 1.7822 0.0727 -1.6496 -0.106
O 0.6815 1.2028 -0.2151 -0.218
C 0.4070 -0.1673 -2.0895 -0.668
C -0.4188 0.4406 -0.4724 0.191
C 1.9227 0.6722 -0.5251 0.054
H 0.2829 -1.2521 -2.1211 0.347
F -0.6982 -0.6698 0.2327 -0.195
Hg -0.2062 1.0960 2.2173 0.820

# 3
17
Properties=species:S:1:pos:R:3:mulliken_charge:R:1 method="wB97M-V/def2-TZVPD" charge=-1 orbital_gap_ha=0.3126 lumo_ev=4.2
C 0.5567 -1.0696 -0.3100 -0.499
C -0.6888 -0.8475 0.5389 -0.284
C -0.3542 -0.6891 2.0093 -1.204
N 0.2461 -0.9527 -1.7298 -0.744
H 0.9334 -2.0817 -0.1057 0.456
H 1.3193 -0.3619 0.0253 0.247
H -1.4136 -1.6469 0.3659 0.361
H -1.1493 0.0807 0.1848 0.198
H 0.2983 0.1734 2.1503 0.298
H 0.1713 -1.5693 2.4034 0.302
H -1.2398 -0.5450 2.6280 0.343
H 1.0322 -1.2793 -2.2775 0.205
H 0.1214 0.0367 -1.9611 0.364
O -0.4924 1.9186 -1.8149 -0.714
C 0.0408 2.6744 -0.9690 -0.077
O 0.7332 2.3866 0.0220 -0.636
H -0.1145 3.7725 -1.1598 0.385

# 4
8
Properties=species:S:1:pos:R:3:mulliken_charge:R:1 method="wB97M-V/def2-TZVPD" s2=2.01 charge=0 orbital_gap_ha="0.2633 / 0.2465" lumo_ev="0.9 / -3.2" multiplicity=3
C -0.5920 -0.2879 0.5955 0.015
N -0.9112 -0.7809 -0.7145 -0.437
N 0.2827 0.1347 -0.4282 0.046
O 1.8717 1.9618 0.1162 -0.347
P 1.3839 1.2095 -1.0305 0.055
H -1.2779 0.4538 0.9960 0.211
H -0.1846 -0.9638 1.3488 0.203
H -0.5727 -1.7272 -0.8834 0.254

# 5
22
Properties=species:S:1:pos:R:3:mulliken_charge:R:1 method="wB97M-V/def2-TZVPD" charge=0 orbital_gap_ha=0.4557 smiles=CCC.CCC lumo_ev=1.1
C -0.6530 -2.2365 -0.5960 -1.146
C -1.0872 -1.4463 -1.8347 -0.159
C 0.0953 -0.7628 -2.5167 -1.048
H -0.0590 -3.1164 -0.8537 0.346
H -1.5181 -2.5903 -0.0403 0.329
H -0.0625 -1.5772 0.0472 0.238
H -1.6320 -2.1099 -2.5066 0.357
H -1.7978 -0.6998 -1.4612 0.215
H 0.2542 -1.0880 -3.5435 0.322
H 0.0054 0.3277 -2.5556 0.273
H 0.9983 -0.9134 -1.9289 0.287
C 1.4533 1.0700 0.8316 -0.770
C 0.8297 1.5378 2.1473 -0.219
C -0.6613 1.7680 2.0251 -1.147
H 1.8828 1.8988 0.2634 0.361
H 0.6379 0.7221 0.2066 -0.057
H 2.2978 0.3953 0.9229 0.354
H 1.0451 0.8051 2.9311 0.258
H 1.2576 2.4757 2.4895 0.262
H -0.9191 2.6407 1.4166 0.311
H -1.2306 0.9447 1.5663 0.281
H -1.1369 1.9546 2.9895 0.350

Number 1: total energy -264.85459 hartree. Number 2: total energy -519.30229 hartree. Number 3: total energy -363.70575 hartree. Number 4: total energy -565.80642 hartree. Number 5: total energy -238.18014 hartree.